The following is a quantum chemistry calculation of the molecule C9H11N in a non-equilibrium geometry, from OMol25.

Values from the calculation:
Energy relative to the best compared isomer or geometry (same formula, charge and spin) ... 107.5 kcal/mol
Orbital gap (alpha / beta) ... 6.82 / 6.85 eV
Multiplicity ... 1
Molecular weight ... 133.19 g/mol
Electronic energy ... -404.0787 a.u.

Geometry (Å):
C -1.316 -1.197 0.601
H 3.913 -0.434 0.866
C -2.359 -0.249 0.992
H -0.209 2.520 -0.386
H -0.956 -2.113 1.096
C 0.962 1.054 0.665
C -2.240 0.762 0.050
H 0.440 1.263 1.604
H 0.601 -1.136 -2.131
H -2.778 1.725 0.099
H 0.868 -2.099 -0.692
H -1.290 0.813 -1.846
C 0.184 1.558 -0.534
C 2.904 -0.609 0.724
H 0.976 1.422 -1.461
C 1.814 0.106 0.524
H -3.011 -0.363 1.861
C -1.028 0.636 -0.760
H 2.799 -1.639 0.289
N -0.633 -0.737 -0.458
C 0.359 -1.282 -1.104